The following is a quantum chemistry calculation of a 6-piece molecular cluster, C14H32F8N6O17S8 overall in a non-equilibrium geometry, from the OMol25 dataset.

Computed properties:
Net charge: -2
Frontier orbital gap: 7.709 eV
Energy: -167204.925 eV
Lowest unoccupied orbital energy: 2.704 eV

Last column: Mulliken charge in e.
CARTESIAN COORDINATES (ANGSTROEM)
C  1.6393  -1.2623  1.2182  -0.32
C  1.2385  -0.0114  0.6134  0.52
O  1.4903  0.3215  -0.4988  -0.57
N  0.8167  1.0851  1.5638  1.56
H  -0.1407  0.9668  1.9227  -0.57
H  1.3983  1.0011  2.4270  0.74
C  0.8566  2.4861  0.9819  -0.90
H  2.7202  -1.2933  1.3477  0.28
H  1.2126  -2.1194  0.6918  0.05
H  1.0211  -1.3521  2.1187  0.14
H  1.8516  2.8907  0.8334  0.26
H  0.1912  3.0957  1.5875  0.43
H  0.3858  2.3485  0.0093  0.32
C  1.0488  -0.7396  -3.8967  -1.47
C  0.0128  -1.4518  -3.0354  0.79
C  -1.4228  -1.0061  -3.3868  -1.00
C  -2.6360  -1.6641  -2.7426  -1.08
N  -2.9023  -1.4343  -1.2375  0.51
C  -1.8434  -2.1986  -0.3012  1.03
C  -2.6728  -3.1754  0.4858  -0.67
C  -4.0002  -2.5738  0.6099  -0.45
C  -4.2424  -2.0134  -0.8114  -0.73
C  -2.8541  0.0714  -0.9503  -0.78
C  -3.7905  0.9859  -1.7397  -0.85
C  -3.8998  2.4213  -1.1585  -1.27
H  1.1423  0.3212  -3.6674  0.33
H  0.7726  -0.9498  -4.9304  0.48
H  2.0187  -1.1668  -3.6405  0.25
H  0.2086  -1.2858  -1.9746  -0.43
H  -0.0204  -2.5359  -3.1676  0.31
H  -1.6096  -1.3223  -4.4194  0.46
H  -1.5616  0.0770  -3.4030  0.29
H  -2.6408  -2.7403  -2.9210  0.60
H  -3.5660  -1.2505  -3.1352  0.64
H  -1.2361  -1.4696  0.2321  -0.74
H  -1.1651  -2.6404  -1.0311  -0.19
H  -2.2125  -3.1967  1.4779  0.38
H  -2.5875  -4.1752  0.0631  0.38
H  -4.0480  -1.7127  1.2776  0.03
H  -4.8111  -3.2689  0.8257  0.50
H  -5.0631  -1.2998  -0.8671  0.29
H  -4.4162  -2.6968  -1.6451  0.55
H  -1.8001  0.3446  -0.9634  0.84
H  -3.2664  0.0648  0.0611  0.41
H  -4.7763  0.5196  -1.6328  0.15
H  -3.6941  0.8864  -2.8230  0.41
H  -2.9749  2.9399  -0.9041  0.27
H  -4.4362  2.4063  -0.2121  0.30
H  -4.3770  3.0434  -1.9149  0.42
N  -1.9188  1.1044  2.1962  -0.47
S  -2.8948  2.2116  2.5754  0.89
O  -2.8185  2.9055  3.8529  -0.66
O  -4.1972  1.9381  2.0097  -0.66
F  -2.4450  3.3702  1.5224  -0.30
S  -2.2599  0.1174  3.5166  1.06
O  -3.6173  -0.4189  3.5769  -0.63
O  -1.5334  0.4497  4.7027  -0.56
F  -1.3993  -1.1492  3.0080  -0.25
N  4.4252  4.8405  -0.6771  -0.28
S  3.8162  5.8878  0.4611  1.10
O  2.8057  5.2960  1.3244  -0.50
O  3.5523  7.2427  -0.0249  -0.62
F  5.1517  6.0923  1.3359  -0.27
S  3.3562  4.9864  -1.7484  1.02
O  3.4332  6.1753  -2.6145  -0.62
O  2.0572  4.4381  -1.4160  -0.50
F  4.0436  3.8844  -2.7492  -0.33
N  3.6310  -5.2125  -1.2596  -0.43
S  4.1048  -3.6884  -1.2748  1.11
O  4.2640  -3.0757  0.0215  -0.54
O  3.6649  -2.8185  -2.3265  -0.53
F  5.6060  -3.9877  -1.7595  -0.32
S  2.1530  -5.1314  -1.6762  1.07
O  1.8855  -5.3460  -3.0783  -0.63
O  1.1833  -4.3050  -0.9474  -0.41
F  1.9395  -6.6581  -1.0930  -0.36
N  2.6715  0.9420  3.5557  -0.25
S  4.1910  1.5467  3.3021  0.80
O  5.1380  0.7788  2.5175  -0.57
O  4.7829  2.4450  4.2533  -0.59
F  3.7283  2.5626  2.1001  -0.19
S  3.1397  -0.1069  4.6272  0.99
O  3.1469  0.4706  5.9546  -0.64
O  4.1104  -1.1102  4.2859  -0.56
F  1.7441  -0.9475  4.6078  -0.27

=====

The following is a quantum chemistry calculation of C14H32IrN3O8P2Sb as an isolated structure, from the OMol25 dataset.

Computed properties:
Net charge: +1
Energy above the lowest of the compared OMol25 structures with the same formula, charge and spin: 48.6 kcal per mole
Frontier orbital gap: 7.251 eV
Energy: -63840.793 eV
Lowest unoccupied orbital energy: -2.511 eV

Last column: Mulliken charge in e.
CARTESIAN COORDINATES (ANGSTROEM)
Ir  0.5065  -1.0388  0.6664  0.39
N  3.0168  -3.9889  -0.6910  -0.29
C  3.4668  -2.5549  -0.9401  0.64
C  4.8029  -2.5585  -1.6605  -1.78
P  2.0912  -1.8566  -1.9519  1.16
O  2.0244  -3.0275  -3.0881  -0.64
O  2.3454  -0.5401  -2.5820  -0.88
O  0.8242  -2.0728  -1.1497  -0.90
P  3.5663  -1.8902  0.8099  0.85
O  3.5834  -0.2912  0.6272  -0.46
O  4.8343  -2.3672  1.3841  -0.78
O  2.2116  -2.3428  1.3412  -0.89
H  2.6600  -4.4161  -1.5497  0.32
H  2.2793  -3.9377  0.0317  0.34
H  3.7945  -4.5395  -0.3224  0.36
H  4.7747  -3.1685  -2.5668  0.44
H  5.5888  -2.9176  -0.9953  0.47
H  5.0512  -1.5393  -1.9548  0.38
H  2.4157  -2.7367  -3.9206  0.36
H  4.4909  0.0414  0.6445  0.31
C  1.4216  0.7104  5.7592  -0.88
N  0.7416  0.0472  4.6584  0.17
C  -0.3158  -0.8223  4.7557  -0.46
C  -0.5911  -1.2393  3.4905  -0.60
N  0.2876  -0.6304  2.6294  0.01
C  1.0750  0.1326  3.3586  -0.34
H  0.8229  0.5952  6.6582  0.31
H  1.5316  1.7715  5.5457  0.33
H  2.4019  0.2678  5.9255  0.34
H  -0.7692  -1.0626  5.7006  0.43
H  -1.3501  -1.9123  3.1365  0.50
H  1.8813  0.7363  2.9777  0.51
O  -0.2794  1.1931  -0.9572  -0.57
C  -0.3599  0.5325  0.2695  0.32
C  -1.6931  3.0713  2.4810  -1.65
C  -1.1131  2.7798  1.1044  1.58
C  0.2267  3.4744  0.9233  -1.42
C  -2.1135  3.1710  0.0284  -1.34
O  -0.8957  1.3338  1.1733  -0.09
H  -1.8516  4.1429  2.6015  0.44
H  -1.0083  2.7278  3.2570  0.31
H  -2.6459  2.5581  2.6096  0.41
H  0.0902  4.5543  0.9933  0.45
H  0.6684  3.2423  -0.0452  0.24
H  0.9189  3.1658  1.7076  0.30
H  -2.4421  4.1945  0.2134  0.49
H  -2.9902  2.5227  0.0670  0.35
H  -1.6725  3.1350  -0.9639  0.05
C  0.4066  1.3878  -4.0479  -1.03
Sb  -0.8593  0.4971  -2.6498  1.29
C  -2.7397  1.4262  -2.8164  -1.41
C  -1.3785  -1.4803  -3.1456  -1.11
H  -0.0477  1.2579  -5.0298  0.44
H  1.3673  0.8877  -3.9934  0.25
H  0.5020  2.4467  -3.8177  0.37
H  -3.1134  1.2340  -3.8225  0.49
H  -2.6751  2.4970  -2.6462  0.47
H  -3.4151  0.9797  -2.0883  0.43
H  -2.3189  -1.3588  -3.6829  0.59
H  -1.4942  -2.0969  -2.2627  0.32
H  -0.5964  -1.8671  -3.7902  0.31

=====

The following is a quantum chemistry calculation of a 5-piece molecular cluster, C14H32N4O8S overall in a non-equilibrium geometry, from the OMol25 dataset.

Computed properties:
Energy above the lowest of the compared OMol25 structures with the same formula, charge and spin: 74.1 kcal per mole
Frontier orbital gap: 8.673 eV
Energy: -48210.786 eV
Lowest unoccupied orbital energy: 0.084 eV

Last column: Mulliken charge in e.
CARTESIAN COORDINATES (ANGSTROEM)
C  -1.2875  1.1572  -3.3340  -0.48
C  -2.1413  1.2293  -4.5821  -0.21
O  -2.8925  2.4255  -4.5136  -0.35
S  -2.5772  3.3182  -3.1327  1.04
O  -3.8853  3.8537  -2.6238  -0.53
O  -1.4096  4.2737  -3.3417  -0.55
O  -2.1683  1.9020  -2.4409  -0.18
H  -0.3765  1.7179  -3.5430  0.37
H  -1.0014  0.1570  -3.0086  0.43
H  -2.8992  0.4484  -4.6437  0.07
H  -1.5075  1.3541  -5.4601  0.30
C  -3.6969  -3.7121  -2.3444  -1.27
C  -3.9431  -2.2430  -2.7026  0.79
O  -3.2754  -1.4236  -2.1463  -0.53
N  -4.8873  -1.8925  -3.5515  -0.16
C  -5.2929  -0.5866  -3.8907  -0.83
H  -3.2344  -3.8574  -1.3681  0.27
H  -3.1833  -4.2871  -3.1149  0.30
H  -4.7144  -4.0785  -2.2084  0.42
H  -5.4645  -2.6434  -3.9021  0.21
H  -5.2184  -0.2833  -4.9350  0.29
H  -4.6959  0.1059  -3.2973  0.23
H  -6.3223  -0.3786  -3.5989  0.32
C  3.8854  -3.4957  5.7518  -1.01
C  3.5204  -2.3743  4.7846  0.61
O  3.7817  -1.2112  5.0904  -0.62
N  2.8738  -2.7383  3.7042  -0.17
C  2.4866  -1.7689  2.6593  -0.72
H  3.3917  -3.3828  6.7170  0.27
H  4.9509  -3.4938  5.9816  0.27
H  3.6279  -4.4988  5.4120  0.30
H  2.5530  -3.6943  3.6465  0.26
H  3.3233  -1.5330  2.0017  0.24
H  2.0551  -0.8932  3.1441  0.16
H  1.7374  -2.2144  2.0048  0.39
C  4.0160  1.7725  3.5067  -0.89
C  4.3544  2.5161  2.1905  0.71
O  5.2782  3.2303  2.2626  -0.60
N  3.5503  2.2619  1.1008  0.04
C  3.7268  2.8322  -0.1872  -1.13
H  2.9933  1.4349  3.6743  0.21
H  4.1106  2.4734  4.3361  0.36
H  4.5688  0.8340  3.4661  0.18
H  2.6820  1.8258  1.3766  0.22
H  4.7129  3.2962  -0.1700  0.44
H  3.1279  3.7249  -0.3677  0.32
H  3.7453  2.0601  -0.9564  0.32
C  -0.1256  1.8831  0.0403  -0.84
C  0.0893  0.8670  1.1622  0.47
O  1.0938  0.9445  1.8672  -0.73
N  -0.7262  -0.1235  1.3202  0.02
C  -1.8054  -0.5493  0.4869  -1.11
H  -1.1723  2.1660  0.1524  0.41
H  0.1205  1.3738  -0.8915  0.05
H  0.5821  2.7112  0.0789  0.31
H  -0.5877  -0.6906  2.1444  0.33
H  -2.8627  -0.3453  0.6559  0.32
H  -1.7468  -1.5592  0.0811  0.45
H  -1.8375  -0.1983  -0.5445  0.22